*a*
{
  "formula": "C5H2O",
  "method": "ωB97M-V with the def2-TZVPD basis set",
  "species": ["O", "C", "C", "C", "C", "C", "H", "H"],
  "xyz": [[-2.60, 0.17, 0.09], [-1.59, -0.27, -0.31], [0.06, 0.43, 0.27], [1.68, 0.59, -0.61], [0.93, 1.52, 0.20], [1.26, -0.32, 0.36], [-1.39, -1.07, -1.01], [1.67, -1.06, 1.02]],
  "mulliken_charge": [-0.329, 0.106, 0.368, -0.416, -0.319, -0.104, 0.349, 0.346],
  "orbital_gap_ha": 0.317,
  "multiplicity": 1,
  "lumo_energy_ev": -0.399,
  "homo_energy_ev": -9.036
}


*b*
{
  "formula": "C5H2O",
  "method": "ωB97M-V with the def2-TZVPD basis set",
  "species": ["C", "C", "C", "C", "C", "O", "H", "H"],
  "xyz": [[-1.55, 0.93, 0.22], [-0.42, 0.53, 0.11], [1.00, 0.44, 0.03], [1.61, -0.75, -0.19], [0.57, -1.61, -0.29], [-0.23, -2.44, -0.38], [-2.44, 1.49, 0.35], [1.48, 1.41, 0.17]],
  "mulliken_charge": [0.353, -0.715, -0.144, -1.011, 1.006, -0.282, 0.448, 0.345],
  "orbital_gap_ha": 0.328,
  "multiplicity": 1,
  "lumo_energy_ev": -0.744,
  "homo_energy_ev": -9.677
}


Least stable structure: *a*


*a*
{
  "formula": "C2HNO3S",
  "method": "ωB97M-V with the def2-TZVPD basis set",
  "species": ["O", "C", "N", "C", "S", "O", "O", "H"],
  "xyz": [[1.12, -2.15, -0.48], [0.90, -1.13, 0.06], [1.28, 0.16, 0.12], [0.17, -0.16, 0.86], [-1.39, 0.36, -0.15], [-2.70, 0.33, 0.41], [-0.99, 1.62, -0.66], [1.61, 0.97, -0.17]],
  "mulliken_charge": [-0.435, 0.349, -0.088, 0.112, 0.791, -0.491, -0.475, 0.237],
  "orbital_gap_ha": [0.294, 0.294],
  "multiplicity": 1,
  "lumo_energy_ev": [-2.111, -2.113],
  "homo_energy_ev": [-10.117, -10.118]
}


*b*
{
  "formula": "C2HNO3S",
  "method": "ωB97M-V with the def2-TZVPD basis set",
  "species": ["O", "C", "N", "S", "H", "O", "C", "O"],
  "xyz": [[0.10, 2.61, -1.81], [0.25, 1.90, -0.86], [0.13, 0.61, -0.54], [0.82, 1.66, 0.74], [-0.72, 0.06, -0.17], [-1.02, -1.59, 1.21], [-0.20, -2.33, 0.94], [0.65, -2.92, 0.50]],
  "mulliken_charge": [-0.469, 0.538, -0.292, -0.085, 0.305, -0.398, 0.669, -0.269],
  "orbital_gap_ha": 0.343,
  "multiplicity": 1,
  "lumo_energy_ev": -0.154,
  "homo_energy_ev": -9.474
}


*c*
{
  "formula": "C2HNO3S",
  "method": "ωB97M-V with the def2-TZVPD basis set",
  "species": ["O", "C", "N", "C", "O", "O", "S", "H"],
  "xyz": [[1.26, -1.04, -2.57], [0.74, -1.23, -1.56], [0.02, -1.52, -0.67], [-0.45, -0.66, 0.59], [-0.96, -1.18, 1.52], [-0.10, 0.64, 0.32], [-0.69, 1.99, 1.34], [0.18, 2.99, 1.01]],
  "mulliken_charge": [-0.387, 0.625, -0.355, 0.637, -0.389, -0.308, -0.010, 0.187],
  "orbital_gap_ha": 0.352,
  "multiplicity": 1,
  "lumo_energy_ev": -0.846,
  "homo_energy_ev": -10.422
}


Least stable structure: *a*


*a*
{
  "formula": "C14H28Cl14",
  "method": "ωB97M-V with the def2-TZVPD basis set",
  "species": ["Cl", "C", "C", "Cl", "H", "H", "H", "H", "Cl", "C", "C", "Cl", "H", "H", "H", "H", "Cl", "C", "C", "Cl", "H", "H", "H", "H", "Cl", "C", "C", "Cl", "H", "H", "H", "H", "Cl", "C", "C", "Cl", "H", "H", "H", "H", "Cl", "C", "C", "Cl", "H", "H", "H", "H", "Cl", "C", "C", "Cl", "H", "H", "H", "H"],
  "xyz": [[2.01, 6.75, 0.80], [1.70, 6.34, -0.90], [0.64, 5.30, -1.09], [-0.98, 5.96, -0.59], [2.61, 6.05, -1.42], [1.36, 7.25, -1.39], [0.80, 4.34, -0.60], [0.43, 5.06, -2.13], [3.40, 2.20, 0.73], [4.17, 3.82, 0.80], [5.63, 3.82, 1.07], [6.61, 2.73, 0.06], [3.70, 4.41, 1.60], [3.86, 4.34, -0.11], [5.79, 3.53, 2.11], [6.03, 4.81, 0.88], [0.51, -1.42, 1.23], [0.53, 0.24, 0.64], [-0.69, 0.44, -0.22], [-0.59, 2.00, -1.12], [1.45, 0.36, 0.07], [0.60, 0.99, 1.42], [-1.58, 0.45, 0.40], [-0.84, -0.31, -0.99], [4.22, -6.79, 2.54], [3.15, -5.41, 2.85], [2.81, -4.67, 1.56], [1.82, -5.66, 0.44], [3.64, -4.69, 3.51], [2.26, -5.80, 3.35], [3.69, -4.34, 1.03], [2.20, -3.82, 1.88], [1.58, -1.03, -2.42], [0.68, -2.04, -3.55], [0.77, -3.50, -3.19], [2.42, -4.14, -3.32], [0.92, -1.80, -4.59], [-0.36, -1.70, -3.59], [0.19, -4.11, -3.89], [0.42, -3.64, -2.17], [-2.69, -1.93, -2.13], [-4.28, -2.38, -1.52], [-4.26, -3.49, -0.50], [-3.73, -5.03, -1.30], [-5.01, -2.61, -2.29], [-4.70, -1.50, -1.03], [-5.27, -3.69, -0.16], [-3.63, -3.34, 0.37], [-7.21, 1.99, 2.85], [-6.05, 1.22, 1.70], [-4.88, 0.74, 2.49], [-3.93, -0.47, 1.57], [-5.86, 1.92, 0.89], [-6.61, 0.42, 1.21], [-5.25, 0.28, 3.40], [-4.19, 1.53, 2.78]],
  "mulliken_charge": [-0.179, -0.540, -0.210, -0.198, 0.331, 0.406, 0.049, 0.370, -0.114, -0.220, -0.457, -0.190, 0.286, 0.029, 0.315, 0.331, -0.200, -0.212, 0.273, -0.234, -0.139, 0.481, 0.184, -0.179, -0.188, -0.432, -0.219, -0.184, 0.312, 0.316, 0.329, 0.067, -0.112, -0.279, -0.345, -0.189, 0.350, 0.038, 0.334, 0.241, -0.085, -0.460, -0.436, -0.201, 0.371, 0.172, 0.342, 0.274, -0.209, -0.415, -0.517, -0.121, 0.353, 0.264, 0.337, 0.307],
  "orbital_gap_ha": 0.397,
  "multiplicity": 1,
  "lumo_energy_ev": 0.291,
  "homo_energy_ev": -10.508
}


*b*
{
  "formula": "C14H28Cl14",
  "method": "ωB97M-V with the def2-TZVPD basis set",
  "species": ["Cl", "C", "C", "Cl", "H", "H", "H", "H", "Cl", "C", "C", "Cl", "H", "H", "H", "H", "Cl", "C", "C", "Cl", "H", "H", "H", "H", "Cl", "C", "C", "Cl", "H", "H", "H", "H", "Cl", "C", "C", "Cl", "H", "H", "H", "H", "Cl", "C", "C", "Cl", "H", "H", "H", "H", "Cl", "C", "C", "Cl", "H", "H", "H", "H"],
  "xyz": [[2.45, 7.56, -0.28], [1.11, 6.52, -0.69], [0.88, 5.41, 0.30], [-0.52, 4.54, -0.26], [1.36, 6.16, -1.68], [0.22, 7.15, -0.80], [0.62, 5.71, 1.31], [1.60, 4.65, 0.63], [1.55, -1.58, -0.57], [0.33, -0.31, -0.54], [0.87, 1.14, -0.54], [1.68, 1.45, 1.02], [-0.35, -0.44, 0.30], [-0.17, -0.41, -1.51], [0.07, 1.88, -0.61], [1.59, 1.30, -1.34], [-2.85, 1.99, -0.51], [-2.59, 2.12, 1.23], [-3.16, 3.41, 1.83], [-4.90, 3.59, 1.49], [-1.52, 2.10, 1.46], [-3.19, 1.31, 1.64], [-2.62, 4.29, 1.46], [-3.09, 3.40, 2.92], [0.54, -7.30, 0.04], [0.63, -5.55, -0.09], [0.96, -5.15, -1.51], [-0.42, -5.44, -2.57], [1.45, -5.20, 0.53], [-0.31, -5.04, 0.13], [1.87, -5.64, -1.88], [1.27, -4.10, -1.50], [0.67, -3.30, 2.49], [0.20, -1.75, 3.24], [-1.29, -1.59, 3.21], [-1.79, -0.15, 4.18], [0.67, -0.96, 2.66], [0.53, -1.62, 4.26], [-1.78, -2.48, 3.62], [-1.63, -1.40, 2.20], [-5.66, -1.65, -1.65], [-4.54, -2.95, -2.23], [-3.19, -2.29, -2.35], [-2.45, -1.80, -0.78], [-4.91, -3.34, -3.18], [-4.63, -3.64, -1.39], [-3.28, -1.39, -2.96], [-2.56, -3.01, -2.88], [5.49, 0.31, 1.05], [5.11, 1.04, -0.48], [4.80, -0.02, -1.55], [6.23, -1.06, -1.98], [5.91, 1.76, -0.66], [4.28, 1.72, -0.27], [4.58, 0.62, -2.41], [3.87, -0.59, -1.54]],
  "mulliken_charge": [-0.210, -0.420, -0.344, -0.184, 0.296, 0.304, 0.283, 0.289, -0.201, 0.047, -0.304, -0.249, -0.376, 0.507, 0.061, 0.436, -0.157, -0.208, -0.406, -0.204, 0.099, 0.365, 0.187, 0.341, -0.190, -0.193, -0.013, -0.190, 0.141, 0.249, 0.400, -0.168, -0.144, -0.257, 0.052, -0.212, 0.026, 0.403, 0.385, -0.237, -0.203, -0.427, -0.635, 0.049, 0.346, 0.272, 0.335, 0.267, -0.179, -0.178, -0.079, -0.199, 0.354, -0.011, 0.286, -0.002],
  "orbital_gap_ha": 0.401,
  "multiplicity": 1,
  "lumo_energy_ev": 0.231,
  "homo_energy_ev": -10.669
}


Least stable structure: *b*